This record from OMol25 describes 2 unconnected molecules or ions with the total composition C9H14 in a non-equilibrium geometry. The level of theory is the ωB97M-V functional and the def2-TZVPD basis.

Positions of all 23 atoms, in Å:
1 C 1.37992 0.37894 -2.41883
2 C 1.47659 -0.22929 -1.04617
3 C 1.33961 -1.59605 -0.84037
4 C 0.90429 -2.04126 0.40301
5 C 0.74978 -1.25275 1.52901
6 C 1.14541 0.06858 1.31363
7 C 1.51646 0.59220 0.08269
8 H 0.34848 0.77093 -2.48934
9 H 1.56208 -0.24999 -3.28124
10 H 1.86855 1.35558 -2.47850
11 H 1.38764 -2.25730 -1.69446
12 H 0.66918 -3.10029 0.47895
13 H 0.20871 -1.47839 2.43360
14 H 1.13551 0.86425 2.05608
15 H 1.79531 1.63231 0.02742
16 C -3.49869 1.24874 1.28893
17 C -3.21968 1.77458 -0.11751
18 H -4.53440 1.05287 1.53926
19 H -2.93760 0.34721 1.54982
20 H -3.24495 2.07382 1.95612
21 H -2.85761 1.20126 -0.96172
22 H -4.19402 2.14938 -0.46624
23 H -2.56612 2.63944 0.00463

Values from the calculation:
- calculated total energy (a.u.) = -351.293289
- structure (SMILES) = Cc1ccccc1.CC
- E_HOMO (eV) = -8.94
- max |F| (hartree/bohr) = 0.0413
- energy relative to the best compared isomer or geometry (same formula, charge and spin) (kcal/mol) = 23.2

---

This record from OMol25 describes 2 unconnected molecules or ions with the total composition C11H20BF2N2O6 in a non-equilibrium geometry. The level of theory is the ωB97M-V functional and the def2-TZVPD basis.

Positions of all 42 atoms, in Å:
1 C 2.61562 3.04448 -0.02477
2 O 3.01348 2.51979 -1.28292
3 C 2.71849 1.13640 -1.41819
4 C 1.17756 0.86676 -1.62525
5 N 1.03799 -0.05850 -2.74335
6 C -0.30102 -0.61538 -2.97093
7 C -1.47328 0.03190 -2.19989
8 C -1.66569 -0.65260 -0.79873
9 N -1.90692 0.28739 0.30945
10 C 3.26397 0.27478 -0.25375
11 C 3.85774 -1.04034 -0.86869
12 C 2.82194 -2.19832 -0.97358
13 O 3.98527 -2.10189 0.03115
14 H 2.19075 4.04674 -0.20236
15 H 3.46330 3.20073 0.66203
16 H 1.82211 2.46319 0.46722
17 H 3.20646 0.80903 -2.34895
18 H 0.75558 1.84579 -1.91797
19 H 0.80167 0.48517 -0.67312
20 H 1.45916 0.29244 -3.59022
21 H -0.33423 -1.70124 -2.76652
22 H -0.51412 -0.51646 -4.05162
23 H -2.38694 -0.22048 -2.76602
24 H -1.45623 1.12683 -2.14266
25 H -2.44318 -1.42939 -0.87302
26 H -0.72055 -1.18977 -0.60078
27 H -1.11997 0.20362 0.93996
28 H -2.00378 1.23032 -0.04281
29 H 2.49901 -0.13681 0.41202
30 H 4.13535 0.69882 0.25992
31 H 4.58327 -0.94632 -1.68638
32 H 3.16254 -3.16169 -1.35139
33 H 2.03582 -2.17869 -0.21647
34 B -4.53968 -1.70962 4.73468
35 O -5.37108 -0.98700 3.73367
36 C -4.69282 0.06956 3.31575
37 O -5.08312 0.86702 2.50362
38 C -3.35913 0.10296 4.02688
39 O -2.49491 0.93102 3.88346
40 O -3.27705 -0.92907 4.84689
41 F -4.26747 -3.01071 4.29164
42 F -5.19593 -1.75047 5.97199

Values from the calculation:
- charge = -1
- calculated total energy (a.u.) = -1216.867334
- E_HOMO (eV) = -6.32
- max |F| (hartree/bohr) = 0.0794

---

This record from OMol25 describes a single C4H9NO molecule. The level of theory is the ωB97M-V functional and the def2-TZVPD basis.

Positions of all 15 atoms, in Å:
1 C -1.58281 0.68336 0.05043
2 C -0.88900 0.21636 -1.25037
3 N 0.51414 0.24317 -0.90343
4 C 0.89153 -0.82244 -0.33950
5 C 1.57683 -0.63881 0.97772
6 O 1.77751 0.71227 1.26049
7 H -1.67578 -0.13209 0.78272
8 H -0.97746 1.45742 0.53730
9 H -2.57745 1.08609 -0.14487
10 H -1.24554 -0.79254 -1.51790
11 H -1.06177 0.90606 -2.06850
12 H 0.48169 -1.81037 -0.59738
13 H 2.48751 -1.22480 1.09418
14 H 0.80986 -1.06186 1.66193
15 H 1.47074 1.17818 0.45717

Values from the calculation:
- calculated total energy (a.u.) = -287.742714
- structure (SMILES) = CC/N=C/CO
- E_HOMO (eV) = -9.58
- max |F| (hartree/bohr) = 0.0151
- energy relative to the best compared isomer or geometry (same formula, charge and spin) (kcal/mol) = 56.3

---

This record from OMol25 describes a single C5H9N molecule in a non-equilibrium geometry. The level of theory is the ωB97M-V functional and the def2-TZVPD basis.

Positions of all 15 atoms, in Å:
1 C -2.37085 -0.04063 -0.06894
2 C -1.17804 0.02400 -0.03426
3 C 0.31866 0.07812 -0.04437
4 C 0.75435 -0.41430 1.36918
5 C 0.87852 -1.00224 -0.98653
6 N 0.87325 1.43522 -0.29235
7 H -3.40856 -0.20654 0.05135
8 H 0.26010 -1.38189 1.61169
9 H 0.49991 0.41328 2.11933
10 H 1.83202 -0.52214 1.45252
11 H 0.81606 -0.75665 -2.05306
12 H 0.34356 -1.93206 -0.77051
13 H 1.96051 -1.36439 -0.79938
14 H 0.72987 1.74596 -1.29392
15 H 0.43793 2.08818 0.31791

Values from the calculation:
- calculated total energy (a.u.) = -250.588283
- structure (SMILES) = C#CC(C)(C)N
- E_HOMO (eV) = -9.56
- max |F| (hartree/bohr) = 0.0439
- energy relative to the best compared isomer or geometry (same formula, charge and spin) (kcal/mol) = 49.4

---

This record from OMol25 describes 33 unconnected molecules or ions with the total composition H66O33 in a non-equilibrium geometry. The level of theory is the ωB97M-V functional and the def2-TZVPD basis.

Positions of all 99 atoms, in Å:
1 O -2.75115 -1.05259 -1.41864
2 H -2.07347 -1.76095 -1.38968
3 H -2.33079 -0.35416 -0.86930
4 O -4.49273 -1.32740 0.70645
5 H -4.96019 -2.10984 0.36731
6 H -3.71620 -1.30434 0.13571
7 O 4.22311 -3.06772 -0.65032
8 H 3.72873 -3.29465 -1.42720
9 H 3.59684 -3.17477 0.09643
10 O 2.20023 0.32159 -5.48612
11 H 2.86362 -0.08456 -4.94070
12 H 1.70400 -0.40102 -5.89392
13 O 0.04981 2.00176 1.59335
14 H 0.88004 2.16261 2.04872
15 H -0.05777 2.79484 1.04787
16 O 3.01597 -0.33291 -2.01172
17 H 2.36729 -0.43622 -1.30373
18 H 3.91515 -0.39990 -1.61875
19 O 2.75549 2.40468 2.40497
20 H 3.27758 1.99036 1.68307
21 H 3.29527 3.12418 2.72196
22 O 0.67178 1.34013 -3.17497
23 H -0.13756 0.80861 -3.17740
24 H 1.14757 1.14405 -4.02375
25 O -0.28867 -2.68358 -1.41665
26 H -0.12672 -2.28065 -0.56923
27 H 0.48800 -2.52787 -2.01667
28 O -1.79251 0.60466 5.92913
29 H -2.26337 0.99126 5.17891
30 H -2.50064 0.30078 6.49454
31 O -1.67739 -4.91973 -0.29907
32 H -1.17204 -4.25268 -0.77600
33 H -2.33801 -5.20021 -0.94414
34 O -0.53513 -3.13253 1.57474
35 H -0.53611 -4.13922 1.51484
36 H -1.45618 -2.83788 1.80272
37 O 0.27938 4.32139 -0.23314
38 H 1.13235 4.01387 -0.64575
39 H -0.24396 4.41912 -1.00466
40 O -2.04790 -0.29475 -3.96408
41 H -2.64195 0.31530 -4.37913
42 H -2.45988 -0.62396 -3.14280
43 O -5.68827 3.19356 1.48761
44 H -6.22652 3.97883 1.69403
45 H -5.01949 3.55093 0.89929
46 O 3.18570 -2.17110 1.76481
47 H 2.46252 -1.53412 1.93809
48 H 3.03153 -2.92675 2.38526
49 O 1.71071 -2.22722 -3.12794
50 H 2.15477 -1.37517 -2.91279
51 H 1.19952 -2.13247 -3.93410
52 O 5.39282 -0.61192 0.72173
53 H 5.12003 -0.32046 1.59520
54 H 4.61898 -1.12745 0.38660
55 O -4.06076 3.34891 -1.07974
56 H -4.64505 2.62840 -1.31566
57 H -3.30108 3.35607 -1.69141
58 O 2.12353 -2.59044 4.77646
59 H 1.18804 -2.73478 4.82720
60 H 2.25793 -1.74919 5.23813
61 O -5.75854 0.95125 -0.81750
62 H -6.34714 1.51877 -0.32710
63 H -5.41057 0.28946 -0.21109
64 O -1.73514 3.29738 -3.13189
65 H -1.01419 2.67898 -3.33118
66 H -1.51394 4.17464 -3.49285
67 O -2.80480 -1.76690 2.89315
68 H -3.38869 -1.83140 2.13005
69 H -2.67678 -0.81052 2.98844
70 O 0.75496 -0.75603 2.39430
71 H 0.49319 -1.69159 2.27012
72 H 0.95129 -0.53842 3.35504
73 O -0.53982 -2.20630 5.00379
74 H -0.80127 -1.37962 5.54272
75 H -1.30725 -2.33331 4.43075
76 O -2.18888 1.44371 3.45839
77 H -1.44212 1.52649 2.81831
78 H -2.93668 1.51161 2.87006
79 O 4.72547 2.31765 0.29578
80 H 4.17655 1.85813 -0.35359
81 H 5.50740 1.71711 0.30246
82 O -0.27364 -1.70942 -5.95529
83 H -0.73518 -1.69843 -6.77231
84 H -0.82694 -1.24358 -5.37328
85 O 0.88083 0.64471 5.26849
86 H 1.35684 1.39732 5.57597
87 H -0.04696 0.70784 5.52398
88 O 4.72758 -0.85438 -4.40391
89 H 5.26692 -1.08930 -5.17719
90 H 5.32185 -0.83719 -3.66688
91 O 2.17583 3.12726 -1.75535
92 H 2.94949 3.53420 -2.17971
93 H 1.86195 2.47718 -2.41627
94 O -2.10585 1.33651 -0.21126
95 H -1.51523 1.56989 0.52183
96 H -2.74169 2.06547 -0.26734
97 O 0.90204 0.01932 -0.20736
98 H 0.78253 0.91542 -0.53187
99 H 0.77974 0.04531 0.76362

Values from the calculation:
- calculated total energy (a.u.) = -2522.671955
- E_HOMO (eV) = -10.50
- max |F| (hartree/bohr) = 0.0497
- energy relative to the best compared isomer or geometry (same formula, charge and spin) (kcal/mol) = 18.1